Record 1
This record from the OMol25 dataset describes a molecular structure, C28H22IIrN5O2SbSe4. The level of theory is ωB97M-V/def2-TZVPD.

Summary:
Net charge: -2
Highest occupied orbital energy in eV: -1.9
Energy above the lowest of the compared OMol25 structures with the same formula, charge and spin in kJ/mol: 94.75

Last column: Mulliken charge in e.
Positions of all 64 atoms, in Å:
1 Ir -1.604 1.762 0.185  0.88
2 C 1.530 -3.205 -1.629  -1.11
3 C 1.502 -3.144 -0.125  1.02
4 N 2.294 -4.030 0.480  -0.69
5 C 2.319 -4.038 1.807  -0.92
6 C 1.583 -3.187 2.608  0.75
7 C 1.736 -3.287 4.098  -0.88
8 O 0.539 -3.820 4.666  -0.52
9 C 0.747 -2.249 1.983  0.39
10 C -0.009 -1.300 2.836  -0.50
11 N -0.594 -0.302 2.320  0.43
12 C -1.273 0.709 3.020  0.35
13 C -1.430 0.689 4.412  -0.89
14 C -2.049 1.740 5.053  -0.67
15 C -2.502 2.818 4.292  -0.61
16 C -2.356 2.823 2.919  -0.50
17 C -1.751 1.757 2.221  0.23
18 I 0.359 3.513 0.459  -0.65
19 C 0.702 -2.227 0.580  0.20
20 O 0.249 0.069 -0.271  0.79
21 H 2.301 -3.913 -1.923  0.39
22 H 1.752 -2.234 -2.071  0.24
23 H 0.575 -3.542 -2.036  0.31
24 H 2.975 -4.771 2.269  0.28
25 H 1.957 -2.303 4.525  0.42
26 H 2.584 -3.945 4.320  0.40
27 H 0.590 -3.730 5.622  0.30
28 H -0.001 -1.501 3.909  0.34
29 H -1.070 -0.154 4.990  0.30
30 H -2.178 1.728 6.128  0.35
31 H -2.982 3.658 4.781  0.36
32 H -2.723 3.671 2.356  0.39
33 N -0.891 1.033 -7.290  -0.58
34 C -1.057 1.208 -6.166  -0.30
35 C -1.234 1.390 -4.747  0.82
36 C -2.016 0.509 -4.016  -0.74
37 C -2.101 0.691 -2.647  -0.79
38 N -1.473 1.684 -2.007  0.56
39 C -0.812 2.591 -2.736  -0.30
40 C -0.640 2.466 -4.101  -0.70
41 H -2.577 -0.284 -4.487  0.48
42 H -2.709 0.034 -2.042  0.78
43 H -0.373 3.412 -2.191  0.11
44 H -0.087 3.215 -4.648  0.51
45 Se -7.228 3.305 -1.039  -0.70
46 Sb -5.275 2.392 -2.120  0.69
47 Se -3.853 1.874 0.193  -0.34
48 Se -3.937 3.935 -3.427  -0.68
49 Se -5.502 0.118 -2.976  -0.71
50 C -0.204 -1.298 -0.194  -2.03
51 C 1.516 0.251 -0.760  -0.09
52 C 2.576 0.333 0.133  0.00
53 C 3.855 0.531 -0.348  -0.70
54 C 4.067 0.658 -1.720  0.39
55 C 2.996 0.599 -2.609  -0.87
56 C 1.716 0.393 -2.127  -0.54
57 C 5.402 0.854 -2.217  -0.11
58 N 6.474 1.001 -2.609  -0.60
59 H -1.181 -1.221 0.276  0.76
60 H -0.329 -1.660 -1.216  0.50
61 H 2.368 0.266 1.192  0.46
62 H 4.694 0.600 0.332  0.47
63 H 3.170 0.717 -3.671  0.51
64 H 0.869 0.348 -2.799  0.58


Record 2
This record from the OMol25 dataset describes a molecular structure, C26H33O4Os in a non-equilibrium geometry. The level of theory is ωB97M-V/def2-TZVPD.

Summary:
Net charge: +1
Highest occupied orbital energy (spin up / spin down) in eV: -9.4 / -11.2
Spin multiplicity: 5

Last column: Mulliken spin population.
Positions of all 64 atoms, in Å:
1 O 0.205 -0.430 -5.014  0.00
2 C 0.062 0.902 -5.595  0.00
3 C -0.029 0.393 -7.030  0.00
4 H 0.927 1.536 -5.370  0.00
5 H -0.867 1.349 -5.226  0.00
6 C 0.100 -1.014 -6.351  0.00
7 H 0.777 0.729 -7.694  0.00
8 H -1.026 0.550 -7.460  0.00
9 C 1.335 -1.812 -6.698  0.00
10 H 2.227 -1.187 -6.565  0.00
11 H 1.293 -2.143 -7.744  0.00
12 H 1.369 -2.705 -6.059  0.00
13 C -1.158 -1.847 -6.521  0.00
14 H -2.044 -1.259 -6.247  0.00
15 H -1.106 -2.752 -5.900  0.00
16 H -1.234 -2.141 -7.581  0.00
17 Os -0.592 -1.156 2.485  0.69
18 C -2.539 -1.411 3.295  0.01
19 C -2.161 -0.064 3.535  -0.02
20 C -1.939 0.566 2.278  0.17
21 H -1.978 0.386 4.503  0.00
22 C -2.182 -0.388 1.251  -0.07
23 C -2.559 -1.611 1.881  0.04
24 H -2.863 -2.505 1.344  -0.01
25 H -2.707 -2.181 4.040  -0.01
26 H -1.631 1.593 2.104  0.01
27 H -2.087 -0.206 0.182  -0.01
28 C 0.725 -2.531 3.542  -0.06
29 C -0.120 -3.206 2.609  0.04
30 C 0.215 -2.756 1.297  0.01
31 H -0.862 -3.949 2.867  -0.01
32 C 1.246 -1.777 1.411  -0.03
33 C 1.576 -1.668 2.793  0.19
34 H 2.317 -0.990 3.203  0.01
35 H 0.714 -2.634 4.623  0.00
36 H -0.272 -3.054 0.376  -0.01
37 H 1.609 -1.116 0.615  0.01
38 O 1.395 0.301 -1.655  0.00
39 C 0.131 -0.370 -2.034  0.00
40 C -0.891 0.713 -2.496  0.00
41 H -0.314 -0.900 -1.162  0.00
42 H 0.378 -1.148 -2.779  0.00
43 C 0.039 1.940 -2.565  0.00
44 H -1.675 0.872 -1.726  0.00
45 H -1.358 0.536 -3.465  0.00
46 C 0.921 1.656 -1.348  0.00
47 H -0.486 2.891 -2.634  0.00
48 H 0.642 1.838 -3.492  0.00
49 H 0.291 1.682 -0.419  0.00
50 H 1.784 2.324 -1.262  0.00
51 O 0.044 3.091 2.836  0.17
52 C 0.637 2.122 3.343  0.16
53 O 1.024 1.032 2.756  0.18
54 C 0.933 2.169 4.829  0.35
55 C 1.583 1.095 5.473  0.32
56 C 1.731 1.084 6.859  0.27
57 C 1.293 2.172 7.624  0.63
58 C 0.687 3.268 6.988  0.26
59 C 0.516 3.273 5.597  0.48
60 H 1.956 0.259 4.874  0.13
61 H 2.196 0.214 7.323  0.00
62 H 1.428 2.153 8.706  0.03
63 H 0.342 4.117 7.579  0.01
64 H 0.032 4.103 5.071  0.03


Record 3
This record from the OMol25 dataset describes CH5O2P in the gas phase in a non-equilibrium geometry. The level of theory is ωB97M-V/def2-TZVPD.

Summary:
Highest occupied orbital energy in eV: -9.1
Energy above the lowest of the compared OMol25 structures with the same formula, charge and spin in kJ/mol: 563.29

Last column: Mulliken charge in e.
Positions of all 9 atoms, in Å:
1 C 0.703 0.629 0.632  -1.14
2 O -1.260 -0.275 -0.658  -0.30
3 O -1.553 -1.111 -2.014  -0.45
4 P -0.401 -0.835 0.859  0.27
5 H 1.252 0.696 -0.331  0.36
6 H 1.260 0.724 1.503  0.38
7 H 0.180 1.530 0.628  0.40
8 H -0.662 0.483 -1.108  0.41
9 H 0.482 -1.842 0.488  0.07


Record 4
This record from the OMol25 dataset describes a molecular structure, C3H3BeFO2 in a non-equilibrium geometry. The level of theory is ωB97M-V/def2-TZVPD.

Summary:
Net charge: +2
Highest occupied orbital energy in eV: -20.6
Energy above the lowest of the compared OMol25 structures with the same formula, charge and spin in kJ/mol: 286.93

Last column: Mulliken charge in e.
Positions of all 10 atoms, in Å:
1 F 0.006 0.114 -2.395  -0.40
2 H 1.128 -0.446 -1.355  0.50
3 H -0.175 1.865 -0.262  0.58
4 O -0.945 0.210 0.900  -0.33
5 O 0.849 -0.925 0.900  -0.22
6 C -0.080 0.814 -0.021  -0.40
7 C 1.017 -0.022 -0.103  0.07
8 C -0.327 -0.754 1.487  1.66
9 H -0.717 0.660 -1.703  0.53
10 Be -0.755 -1.516 2.552  0.02


Number 1: energy -11752.59923 hartree, molecular weight 1217.2 g mol⁻¹. Number 2: energy -1401.57909 hartree, molecular weight 599.8 g mol⁻¹. Number 3: energy -532.71434 hartree, molecular weight 80.0 g mol⁻¹. Number 4: energy -380.16876 hartree, molecular weight 99.1 g mol⁻¹.